Entry 1:
Molecular formula: C2H7N4
Method: DFT, ωB97M-V/def2-TZVPD

Output
HOMO energy (spin up / spin down): -12.04 / -14.59 eV
⟨S²⟩: 2.007
ΔE to the lowest compared entry with this formula, charge and spin: 198.30 kJ/mol
HOMO-LUMO gap (spin up / spin down): 6.023 / 6.191 eV

The geometry in ORCA input format:
```
! RIJCOSX wB97M-V def2-TZVPD def2/J DEFGRID3
* xyz 1 3
C 0.44358 1.57583 -0.38473
C 0.22651 -2.04750 0.03451
N 0.75338 0.16381 -0.42866
N -0.53443 1.84896 0.63067
N -1.65556 1.29403 0.69008
N 0.01065 -0.66630 0.04596
H 1.37586 2.11554 -0.20118
H 0.08240 1.83925 -1.38891
H -0.73822 -2.53131 -0.13921
H 0.52932 -2.33934 1.04539
H 0.98472 -2.36670 -0.68184
H -0.18585 2.17834 1.53714
H -2.00186 0.95378 -0.20950
*
```

Löwdin atomic charge list, values in e, 5 entries:
1. C -0.12
2. C 0.00
3. N 0.20
4. N -0.16
5. N 0.06

=====

Entry 2:
Molecular formula: C20H20FN2OPtS5Si
Method: DFT, ωB97M-V/def2-TZVPD

Output
HOMO energy (spin up / spin down): -2.99 / -5.26 eV
⟨S²⟩: 6.084
ΔE to the lowest compared entry with this formula, charge and spin: 0.00 kJ/mol
HOMO-LUMO gap (spin up / spin down): 5.199 / 5.872 eV

The geometry in ORCA input format:
```
! RIJCOSX wB97M-V def2-TZVPD def2/J DEFGRID3
* xyz -1 5
Pt 0.34648 0.35256 -0.24868
S 3.17546 5.61550 3.89637
C 2.54824 4.43233 2.94588
S 0.87520 4.00070 2.94442
C 0.93800 2.72320 1.75531
C 2.21124 2.46570 1.23019
S 2.54482 1.28519 0.08724
S 3.48715 3.48743 1.84953
S -0.46928 1.90948 1.31069
C -2.30905 -0.83706 3.38270
Si -1.11444 -1.96596 2.50544
C 0.65912 -1.44799 2.78507
C -1.35377 -3.69154 3.22222
N -1.48848 -1.77295 0.81467
C -1.75736 -2.60254 -0.16423
C -1.57543 -4.02444 -0.13599
C -1.76911 -4.80060 -1.25064
C -2.17608 -4.21759 -2.45505
C -2.40012 -2.84739 -2.53781
C -2.19668 -2.07334 -1.42553
F -2.42656 -0.76690 -1.50321
H -2.11741 -0.82581 4.45889
H -3.33823 -1.16781 3.22109
H -2.21205 0.18030 3.00316
H 0.71750 -0.43768 3.19321
H 1.21557 -1.45060 1.84490
H 1.15233 -2.13308 3.48024
H -1.24845 -3.62388 4.30899
H -0.59964 -4.39720 2.86641
H -2.34123 -4.10477 3.00504
H -1.23315 -4.46916 0.78589
H -1.58773 -5.86660 -1.20460
H -2.31259 -4.83313 -3.33434
H -2.70539 -2.37582 -3.46181
O 1.14972 -2.14182 -3.57552
C 1.00945 -1.73161 -2.46126
N 0.87693 -1.36739 -1.33646
C -0.33169 1.55393 -2.04476
C 0.63872 2.60860 -2.29648
C 0.55511 3.84471 -1.63440
C 1.54094 4.80493 -1.78003
C 2.63892 4.57142 -2.60189
C 2.73064 3.35866 -3.27613
C 1.75001 2.39349 -3.12568
H -0.38473 0.78513 -2.81318
H -1.31598 1.90611 -1.74268
H -0.28926 4.02997 -0.97959
H 1.45639 5.74376 -1.24401
H 3.41218 5.32153 -2.71205
H 3.58206 3.16030 -3.91705
H 1.84171 1.43970 -3.63451
*
```

Löwdin atomic charge list, values in e, 5 entries:
1. Pt 0.61
2. S 0.50
3. C -1.53
4. S 0.89
5. C -1.13

=====

Entry 3:
Molecular formula: C71H116F16N18O36S16
Method: DFT, ωB97M-V/def2-TZVPD

Output
HOMO energy: -11.88 eV
HOMO-LUMO gap: 6.330 eV

The geometry in ORCA input format:
```
! RIJCOSX wB97M-V def2-TZVPD def2/J DEFGRID3
* xyz 2 1
C -33.13199 7.24541 -27.94763
C -32.38490 7.30337 -26.64057
C -33.23912 8.06380 -25.59186
C -32.76867 7.79569 -24.17897
C -32.91187 6.30435 -23.78354
C -32.01961 5.40487 -24.61789
N -32.29331 5.77895 -26.02078
O -32.25131 4.88415 -26.81898
C -32.19983 3.95456 -24.50910
C -30.52900 5.75493 -24.49644
C -30.99371 7.93546 -26.72070
H -33.23438 8.34181 -28.22298
H -34.12986 6.83269 -27.85717
H -32.68678 6.66239 -28.78168
H -34.20236 7.63114 -25.68624
H -33.15871 9.13176 -25.85542
H -33.27268 8.34952 -23.48021
H -31.75150 8.14988 -23.98990
H -33.91446 6.09158 -23.85208
H -32.67761 6.31731 -22.72782
H -32.05951 3.62603 -23.43732
H -31.50536 3.34740 -25.02670
H -33.26950 3.79595 -24.80547
H -30.20382 5.60158 -23.48662
H -30.26617 6.80766 -24.69558
H -29.91563 5.20696 -25.20576
H -30.97661 8.55551 -27.62937
H -30.20107 7.12013 -26.91000
H -30.76249 8.64876 -25.89370
C -28.95508 -3.30011 -27.64826
C -29.55621 -1.93507 -27.96345
C -28.75274 -1.41926 -29.19411
C -29.33139 -0.20289 -29.99503
C -30.69991 -0.54892 -30.52917
C -31.67295 -1.03860 -29.41584
N -30.95220 -2.11660 -28.67749
O -31.48303 -3.16805 -28.58847
C -32.92402 -1.59737 -30.09945
C -32.16120 0.16710 -28.50401
C -29.50549 -0.88498 -26.85250
H -27.98318 -2.96405 -27.25116
H -28.78167 -3.89566 -28.55667
H -29.42387 -3.78708 -26.82177
H -28.54863 -2.30235 -29.81405
H -27.71900 -1.12656 -28.79650
H -28.56667 0.00684 -30.76093
H -29.26512 0.68515 -29.37485
H -30.51384 -1.45157 -31.13606
H -31.24297 0.19120 -31.17676
H -33.57852 -2.04581 -29.36078
H -32.69214 -2.32485 -30.85596
H -33.47517 -0.76388 -30.50683
H -31.42352 0.44042 -27.73614
H -33.17503 -0.15595 -28.11348
H -32.19826 0.93348 -29.23098
H -28.54892 -1.01103 -26.28046
H -30.31014 -0.97892 -26.08330
H -29.33953 0.17276 -27.15655
C -31.91462 6.25742 -12.06777
C -31.81535 6.79595 -13.50451
C -30.63266 7.80289 -13.65061
C -30.26514 8.18671 -15.05603
C -30.04796 6.94179 -15.90216
C -31.25407 5.97698 -15.97155
N -31.76392 5.73572 -14.57210
O -32.16794 4.64038 -14.27273
C -30.80345 4.67375 -16.60123
C -32.45966 6.57931 -16.71695
C -33.17704 7.50526 -13.89812
H -31.89885 7.06765 -11.39124
H -31.17645 5.59479 -11.73126
H -32.85243 5.72620 -11.94934
H -29.76013 7.41453 -13.13029
H -30.90720 8.58760 -12.87182
H -29.31890 8.68383 -14.91734
H -30.95032 8.86117 -15.54542
H -29.11585 6.43515 -15.60146
H -29.98229 7.38900 -16.91934
H -31.58680 4.19958 -17.18492
H -30.62653 3.98698 -15.80983
H -29.97230 4.84979 -17.23121
H -32.08757 6.95938 -17.62115
H -32.87295 7.45549 -16.22325
H -33.18564 5.83056 -16.89689
H -33.48686 7.95149 -12.92919
H -33.92676 6.74764 -14.22135
H -32.96649 8.31808 -14.54050
C -25.83405 0.24663 -21.24451
C -26.80795 1.41555 -21.24733
N -27.79189 1.38461 -22.40113
C -27.06287 1.19487 -23.72083
C -28.80709 0.20067 -22.24961
C -29.63641 0.04630 -23.49308
C -28.53267 2.69453 -22.34759
C -29.46454 2.84196 -21.13880
O -30.76793 2.29275 -21.44767
C -31.71655 2.73637 -20.50689
H -26.15930 -0.68381 -21.72600
H -25.61953 -0.16393 -20.25487
H -24.88717 0.52893 -21.65793
H -26.29472 2.36191 -21.41210
H -27.52030 1.42447 -20.44836
H -26.21108 1.89432 -23.63166
H -27.65343 1.53568 -24.50139
H -26.84236 0.16417 -23.80234
H -29.52998 0.54356 -21.48597
H -28.27262 -0.69423 -21.99013
H -30.08575 1.04875 -23.74527
H -30.33886 -0.74751 -23.34735
H -29.03662 -0.35457 -24.33827
H -29.05321 2.82461 -23.27839
H -27.75385 3.48185 -22.37425
H -29.51741 3.88885 -20.93716
H -29.01182 2.50926 -20.25129
H -31.89053 3.81917 -20.51657
H -31.58931 2.42089 -19.48220
H -32.69797 2.28783 -20.81105
C -20.61104 -2.76542 -24.04569
N -21.03660 -3.38310 -22.79259
C -20.16404 -3.41562 -21.76043
C -20.52977 -3.87094 -20.49574
C -21.85645 -4.15795 -20.29173
C -22.78247 -4.11826 -21.33785
C -22.31287 -3.68666 -22.54265
C -22.41094 -4.42700 -18.92156
C -21.82378 -3.76908 -17.77537
C -22.63166 -3.56279 -16.65173
N -23.81262 -4.17293 -16.51893
C -24.35710 -4.90514 -17.52669
C -23.66796 -5.06623 -18.75220
C -24.70254 -3.87275 -15.31811
H -20.01317 -3.41754 -24.65777
H -19.91418 -1.90953 -23.78729
H -21.51089 -2.43727 -24.60619
H -19.21329 -3.01066 -22.02159
H -19.80537 -3.76736 -19.71131
H -23.83372 -4.33303 -21.20643
H -22.98658 -3.46116 -23.35401
H -20.93047 -3.22892 -17.86984
H -22.36656 -2.92021 -15.85741
H -25.26838 -5.41407 -17.24860
H -24.26719 -5.68920 -19.44214
H -25.68125 -3.50359 -15.62855
H -24.16452 -3.17042 -14.73540
H -24.84394 -4.75309 -14.74525
C -30.31663 -4.57290 -20.07767
N -31.36168 -3.60198 -20.36163
C -32.63840 -4.00763 -20.09547
C -33.66009 -3.13737 -20.29508
C -33.45806 -1.84507 -20.73942
C -32.16726 -1.49231 -21.01150
C -31.12141 -2.39218 -20.82635
C -34.59420 -0.86473 -20.70882
C -35.26918 -0.72150 -19.47312
C -36.25293 0.23082 -19.42185
N -36.57059 0.98112 -20.51175
C -35.87466 0.80962 -21.64805
C -34.87556 -0.05169 -21.78813
C -37.70567 1.98542 -20.51697
H -29.69818 -4.29477 -19.22423
H -29.65491 -4.80139 -20.87720
H -30.90015 -5.38815 -19.73320
H -32.71949 -5.01192 -19.72527
H -34.59536 -3.43437 -19.89888
H -31.85497 -0.44192 -21.16192
H -30.06422 -2.17070 -21.01448
H -34.87402 -1.22276 -18.59484
H -36.84334 0.46558 -18.54279
H -36.15517 1.34239 -22.55689
H -34.33438 -0.04671 -22.76818
H -37.24836 2.92286 -20.75989
H -38.15550 2.05681 -19.52266
H -38.30860 1.64967 -21.32604
C -21.49675 7.70897 -21.57526
N -22.11529 6.73432 -20.70658
C -21.77211 5.41463 -20.95177
C -22.39329 4.43978 -20.15417
C -23.33481 4.83354 -19.19338
C -23.70157 6.15545 -19.05113
C -23.02960 7.11094 -19.81293
C -24.00625 3.83106 -18.37802
C -24.43622 2.58931 -18.89858
C -25.19085 1.76898 -18.11058
N -25.52020 2.18210 -16.88867
C -25.01669 3.31320 -16.32450
C -24.26912 4.18687 -17.06195
C -26.22970 1.36189 -15.90419
H -22.09194 8.59783 -21.81812
H -21.23351 7.21369 -22.51537
H -20.61538 8.10974 -20.98955
H -20.98754 5.35392 -21.70581
H -22.21855 3.39860 -20.36599
H -24.46785 6.29066 -18.34966
H -23.37099 8.12658 -19.81595
H -24.24319 2.37873 -19.91959
H -25.62770 0.86749 -18.55204
H -25.36943 3.51154 -15.36109
H -23.88560 5.12522 -16.57984
H -25.51928 1.23435 -15.12777
H -26.51004 0.36595 -16.28148
H -27.10192 1.97972 -15.65609
N -26.71187 3.52300 -13.45817
S -25.91706 2.54241 -12.49805
O -24.61600 3.04750 -12.31140
O -26.05760 1.17999 -12.85653
F -26.78897 2.66894 -11.14893
S -28.11563 4.27089 -13.28758
O -28.43297 4.72663 -14.59887
O -28.13435 5.04002 -12.09192
F -29.23995 3.10183 -13.14830
N -29.17164 -1.60343 -18.58141
S -29.91302 -0.34552 -18.08078
O -31.24171 -0.30005 -18.52831
O -29.25685 0.93148 -18.11001
F -29.99205 -0.65202 -16.48007
S -27.79233 -2.13337 -18.01236
O -26.77336 -1.22710 -17.55706
O -27.49291 -3.20287 -18.87426
F -28.37718 -2.76283 -16.68210
N -27.72032 2.87822 -27.72212
S -28.63061 3.59034 -26.71111
O -29.44090 2.76748 -25.89461
O -29.27940 4.71423 -27.20631
F -27.56492 4.21863 -25.66895
S -26.56955 1.90088 -27.49332
O -26.61515 0.94301 -28.54420
O -26.38939 1.36305 -26.21198
F -25.30233 2.75972 -27.67048
N -21.34887 0.76302 -19.21423
S -21.51068 -0.19739 -17.98702
O -22.14658 0.51325 -16.90455
O -20.48139 -1.09287 -17.65030
F -22.69034 -1.20326 -18.42223
S -21.11374 0.26402 -20.70739
O -20.09010 -0.66525 -20.85179
O -21.20074 1.37900 -21.55531
F -22.37865 -0.51835 -21.05663
N -35.25978 3.71648 -19.52713
S -35.14816 2.96921 -18.17040
O -36.41575 2.40092 -17.79992
O -34.30572 3.56073 -17.21879
F -34.30315 1.63200 -18.46908
S -34.77336 5.11460 -19.96143
O -35.19191 6.21649 -19.16235
O -34.70047 5.16480 -21.40050
F -33.18334 5.21547 -19.57925
N -28.47989 6.45046 -19.55640
S -26.99884 6.21933 -19.35248
O -26.28364 5.32850 -20.23054
O -26.81913 5.97729 -17.92303
F -26.32278 7.64424 -19.64973
S -28.96680 6.82957 -21.01382
O -30.37298 6.64624 -21.01482
O -28.18246 6.23130 -22.05700
F -28.60706 8.40691 -20.96595
N -25.48614 -3.41500 -23.65931
S -24.98714 -2.81880 -25.04415
O -25.97736 -2.94633 -26.06913
O -23.57044 -2.97280 -25.26779
F -25.03370 -1.15250 -24.82223
S -27.01078 -3.65010 -23.27486
O -27.56498 -4.58126 -24.20143
O -27.76136 -2.49899 -22.76745
F -26.77284 -4.51205 -21.83573
N -32.82132 -2.56219 -23.65659
S -33.09691 -1.35632 -24.76107
O -32.68782 -1.53259 -26.10469
O -32.70184 -0.14792 -24.15889
F -34.70097 -1.30732 -24.88858
S -32.16800 -3.97371 -23.96085
O -32.34195 -4.67949 -22.76474
O -30.89071 -3.91937 -24.53191
F -32.91658 -4.82171 -24.99184
*
```

Löwdin atomic charge list, values in e, 5 entries:
1. C -0.03
2. C -0.39
3. C -0.12
4. C -0.15
5. C -0.08

=====

Entry 4:
Molecular formula: C3H9N3O3S
Method: DFT, ωB97M-V/def2-TZVPD

Output
HOMO energy: -9.52 eV
ΔE to the lowest compared entry with this formula, charge and spin: 81.96 kJ/mol
HOMO-LUMO gap: 10.185 eV
SMILES string: CC(=O)N[C@@H](N)S(N)(=O)=O

The geometry in ORCA input format:
```
! RIJCOSX wB97M-V def2-TZVPD def2/J DEFGRID3
* xyz 0 1
C -2.46471 1.48948 -0.48831
C -1.55093 0.62414 0.38010
O -1.59658 0.78257 1.58578
N -0.65240 -0.22224 -0.28732
C 0.50835 -0.65483 0.36767
N 1.17330 -1.80586 -0.00177
S 1.76826 0.62436 -0.01980
N 2.89214 0.27761 1.18321
O 1.17179 1.95251 0.18179
O 2.38514 0.27457 -1.27730
H -2.34913 1.05303 -1.57638
H -2.05980 2.47767 -0.46971
H -3.42720 1.40588 -0.05455
H -0.64254 -0.37169 -1.27059
H 0.31323 -0.54693 1.51285
H 0.67810 -2.64140 -0.03552
H 1.92186 -1.65494 -0.53720
H 2.54990 0.62410 2.02750
H 3.84422 0.38688 1.15126
*
```

Löwdin atomic charge list, values in e, 5 entries:
1. C 0.01
2. C -0.51
3. O 0.06
4. N 0.07
5. C -0.48

=====

Entry 5:
Molecular formula: C6H9N3
Method: DFT, ωB97M-V/def2-TZVPD

Output
HOMO energy (spin up / spin down): -6.77 / -6.77 eV
ΔE to the lowest compared entry with this formula, charge and spin: 299.40 kJ/mol
HOMO-LUMO gap (spin up / spin down): 7.488 / 7.488 eV
SMILES string: C/C=C1/C=CC=NN1N

The geometry in ORCA input format:
```
! RIJCOSX wB97M-V def2-TZVPD def2/J DEFGRID3
* xyz 0 1
C 0.82456 2.00887 -1.43906
C 1.21802 0.78455 -0.65569
C 0.47716 -0.06435 0.12660
C 1.05705 -1.09618 0.83607
C 0.30543 -2.03782 1.51965
C -1.10864 -1.87309 1.49497
N -1.64684 -0.96031 0.79887
N -0.97349 -0.08130 0.10665
N -1.65213 0.71609 -0.70979
H -0.27662 2.31293 -1.29667
H 0.94491 1.81747 -2.51031
H 1.56641 2.81063 -1.14135
H 2.21245 0.66678 -0.44054
H 2.06830 -1.15737 0.93976
H 0.78854 -2.82941 2.14826
H -1.78372 -2.40892 2.18528
H -2.48723 1.08920 -0.33837
H -1.53417 0.30223 -1.62434
*
```

Löwdin atomic charge list, values in e, 5 entries:
1. C -0.13
2. C -0.12
3. C -0.21
4. C -0.04
5. C -0.04

=====

Values of electronic energy, in order: -8135.30257 -94112.32386 -392856.71044 -24704.04623 -10834.52377, all in eV.